Record 1
Molecular formula: C21H23NO14P2
Method: DFT, wB97M-V/def2-TZVPD

Geometry (Å):
1 N -1.19270 0.48071 0.17311
2 C -0.30932 1.63141 0.06419
3 C -0.38005 2.55254 1.25854
4 O -1.75392 2.78837 1.52162
5 C 0.26206 1.98548 2.53665
6 P 1.98094 1.30405 2.41040
7 P 1.74409 -0.84739 2.18512
8 O 0.99663 -1.43693 3.31771
9 H -2.13756 0.74574 0.42457
10 H -0.80979 -0.15811 0.85852
11 H 0.69670 1.27461 -0.10462
12 H -0.57079 2.21977 -0.80837
13 H 0.10780 3.49510 1.03059
14 H -1.84611 3.61157 2.01795
15 H -0.38374 1.21665 2.94838
16 H 0.34958 2.78429 3.25769
17 H 2.48631 1.70833 1.15645
18 H 1.09035 -1.13510 0.96053
19 H 3.03515 -1.40952 2.11085
20 C -5.56160 -1.84954 0.03106
21 C -6.01424 -3.01036 -0.45854
22 C -5.16791 -3.88281 -1.34496
23 O -5.64725 -4.93357 -1.73076
24 C -3.82936 -3.43066 -1.69266
25 C -3.37879 -2.26660 -1.20608
26 C -4.21674 -1.40968 -0.30347
27 O -3.70567 -0.38226 0.09559
28 O -2.16374 -1.79235 -1.47620
29 O -7.22986 -3.47639 -0.20004
30 H -6.15759 -1.21414 0.67062
31 H -3.22363 -4.05943 -2.33759
32 H -2.04983 -0.93313 -0.99430
33 H -7.29446 -4.32956 -0.67357
34 C 1.33153 -6.69770 -1.73225
35 C 0.11865 -6.41228 -2.22116
36 C -0.37247 -4.99884 -2.34154
37 O -1.48068 -4.81355 -2.81065
38 C 0.49137 -3.92291 -1.88598
39 C 1.70190 -4.21003 -1.39272
40 C 2.20758 -5.62012 -1.29601
41 O 3.32618 -5.79811 -0.85349
42 O 2.54215 -3.27808 -0.95468
43 O -0.72886 -7.34718 -2.63252
44 H 1.69773 -7.71035 -1.64303
45 H 0.11420 -2.91225 -1.96091
46 H 3.34045 -3.75853 -0.65729
47 H -1.52826 -6.87559 -2.93889
48 C 4.00609 4.95508 0.80648
49 C 4.72462 5.82859 0.08854
50 C 4.30372 7.26260 -0.06820
51 O 5.01614 7.99974 -0.71971
52 C 3.06435 7.68975 0.56584
53 C 2.34702 6.81504 1.28027
54 C 2.78147 5.38903 1.45516
55 O 2.08351 4.65358 2.13206
56 O 1.20884 7.14052 1.88303
57 O 5.84819 5.49758 -0.52879
58 H 4.30105 3.92235 0.92814
59 H 2.76188 8.71884 0.43504
60 H 0.90104 6.33066 2.33373
61 H 6.16560 6.31107 -0.96951

Calculated values
Structure (SMILES): NC[C@@H](O)CP[PH2]=O.O=C1C=C(O)C(=O)C=C1O.O=C1C=C(O)C(=O)C=C1O.O=C1C=C(O)C(=O)C=C1O
Kohn-Sham gap (eV): 7.2
LUMO (eV): -1.91
E_HOMO (eV): -9.2
Calculated total energy (Ha): -2604.8189

Löwdin atomic charges, in units of e: 0.025, -0.236, -0.451, -0.030, -0.399, 0.749, 0.420, -0.514, 0.055, 0.052, 0.075, 0.118, 0.119, 0.101, 0.079, 0.055, -0.092, -0.031, -0.019, 0.077, -0.239, -0.308, 0.103, 0.075, -0.222, -0.295, 0.088, 0.087, 0.113, 0.134, 0.101, 0.079, 0.120, 0.077, -0.234, -0.287, 0.086, 0.084, -0.235, -0.314, 0.111, 0.098, 0.120, 0.136, 0.125, 0.119, 0.124, 0.076, -0.237, -0.312, 0.117, 0.080, -0.236, -0.304, 0.066, 0.117, 0.124, 0.129, 0.138, 0.118, 0.125

Record 2
Molecular formula: C21H24BCoN9OS
Method: DFT, wB97M-V/def2-TZVPD

Geometry (Å):
1 Co -0.57300 0.15665 1.17837
2 C 0.64191 -2.50288 3.30920
3 C 1.01676 -2.39254 1.87073
4 C 1.84346 -3.26305 1.15149
5 C 1.89541 -2.74227 -0.12038
6 N 1.14162 -1.63369 -0.15343
7 N 0.60095 -1.41015 1.07017
8 B 0.92115 -0.70769 -1.39226
9 N -0.59632 -0.65351 -1.69197
10 C -1.31964 -0.68938 -2.82525
11 C -2.64586 -0.52437 -2.49222
12 C -2.65257 -0.36433 -1.09765
13 C -3.80990 -0.12627 -0.18676
14 N -1.41044 -0.43852 -0.63927
15 N 1.39020 0.70205 -1.00012
16 C 2.19626 1.61302 -1.56669
17 C 2.20617 2.73192 -0.76120
18 C 1.35471 2.42093 0.30895
19 C 0.99492 3.25846 1.49078
20 N 0.87119 1.19546 0.14681
21 N 1.67893 -1.29705 -2.56577
22 C 1.30545 -2.35993 -3.32078
23 C 2.39264 -2.75262 -4.05952
24 C 3.42059 -1.86473 -3.67924
25 C 4.83272 -1.81650 -4.16812
26 N 2.98598 -1.00445 -2.77417
27 H 1.16057 -3.35143 3.75193
28 H 0.91564 -1.60499 3.86276
29 H -0.43019 -2.65766 3.43225
30 H 2.33735 -4.14317 1.52458
31 H 2.42671 -3.07408 -0.99661
32 H -0.84522 -0.81241 -3.78377
33 H -3.49076 -0.51770 -3.15906
34 H -4.73465 -0.46720 -0.65011
35 H -3.67247 -0.65491 0.75707
36 H -3.90927 0.93676 0.03723
37 H 2.72483 1.38176 -2.47319
38 H 2.76208 3.64111 -0.91167
39 H 1.70540 4.07602 1.60314
40 H -0.00410 3.68018 1.37601
41 H 1.00059 2.66212 2.40420
42 H 0.31664 -2.77982 -3.24384
43 H 2.44288 -3.55771 -4.77286
44 H 5.01132 -2.59971 -4.90320
45 H 5.05129 -0.85503 -4.63318
46 H 5.53306 -1.95221 -3.34384
47 O -1.66421 1.73664 1.09830
48 N -2.38137 2.08030 2.15940
49 C -3.12770 3.20268 2.05383
50 C -3.89997 3.63218 3.09533
51 C -3.90508 2.88642 4.27871
52 C -3.13985 1.75156 4.36269
53 C -2.35159 1.32577 3.28104
54 S -1.36076 -0.07350 3.30074
55 H -3.04397 3.69222 1.09540
56 H -4.48690 4.53144 2.98529
57 H -4.50661 3.20062 5.12060
58 H -3.11697 1.14918 5.25913

Calculated values
Kohn-Sham gap (spin up / spin down) (eV): 8.2 / 8.6
LUMO (spin up / spin down) (eV): 0.41 / 0.40
Energy above the lowest of the compared OMol25 structures with the same formula, charge and spin (kcal/mol): 1.85
E_HOMO (spin up / spin down) (eV): -7.8 / -8.2
2S+1: 2
⟨S²⟩: 0.81
Calculated total energy (Ha): -3188.6393

Löwdin atomic charges, in units of e: 0.353, -0.079, -0.316, -0.010, -0.043, 0.046, 0.018, -0.636, 0.035, -0.065, -0.012, -0.316, -0.023, 0.061, 0.041, -0.053, -0.013, -0.317, -0.026, 0.053, -0.015, -0.097, -0.025, -0.357, -0.039, 0.124, 0.079, 0.056, 0.050, 0.102, 0.120, 0.118, 0.100, 0.079, 0.076, 0.068, 0.106, 0.099, 0.078, 0.066, 0.078, 0.121, 0.098, 0.071, 0.074, 0.075, -0.215, -0.179, -0.022, -0.056, -0.067, -0.079, -0.626, 0.773, 0.141, 0.108, 0.110, 0.108

Record 3
Molecular formula: C21H24BrMnN3O6S
Method: DFT, wB97M-V/def2-TZVPD

Geometry (Å):
1 Mn -1.03951 0.73263 -1.39497
2 O -4.84282 0.42042 -2.82795
3 C -3.53321 0.41295 -2.63065
4 O -3.02435 0.16232 -1.56122
5 C -2.72728 0.66237 -3.87837
6 O -1.39485 1.01190 -3.56377
7 C -1.11568 2.42075 -3.75453
8 C -1.58891 3.26774 -2.56078
9 O -1.78884 4.45430 -2.74755
10 O -1.69584 2.60700 -1.46748
11 H -5.27417 0.21724 -1.98257
12 H -2.71439 -0.28186 -4.43115
13 H -3.21281 1.41552 -4.49961
14 H -0.03381 2.49419 -3.84981
15 H -1.57572 2.77021 -4.67864
16 C 0.20547 -4.01788 2.55174
17 C 1.28489 -3.52452 1.60087
18 N 0.74648 -3.12416 0.30084
19 C 0.83854 -4.11469 -0.76462
20 C 2.14223 -4.00543 -1.54235
21 C 0.23148 -1.89194 0.11478
22 S -0.33745 -1.49418 -1.45683
23 N 0.22304 -1.13771 1.22735
24 C -0.47830 -0.02506 1.39121
25 O -1.19249 0.59798 0.56586
26 C -0.41179 0.56747 2.76996
27 C 0.35344 -0.01681 3.77535
28 C 0.41757 0.56451 5.03185
29 C -0.28541 1.73258 5.29599
30 C -1.05532 2.31631 4.29939
31 C -1.11792 1.73654 3.04141
32 H 0.64956 -4.36244 3.48705
33 H -0.34885 -4.84989 2.11342
34 H -0.49419 -3.21285 2.77318
35 H 2.01150 -4.31585 1.40744
36 H 1.81966 -2.68235 2.03335
37 H -0.01398 -3.99844 -1.42966
38 H 0.75246 -5.09617 -0.29353
39 H 2.21973 -3.02134 -2.00452
40 H 2.18178 -4.76072 -2.32848
41 H 3.00285 -4.15186 -0.88711
42 H 0.89392 -0.92644 3.55450
43 H 1.01612 0.10537 5.80828
44 H -0.23506 2.18525 6.27814
45 H -1.60890 3.22407 4.50216
46 H -1.72178 2.17749 2.25894
47 Br 1.99231 0.20374 -3.24277
48 C 1.97397 1.45688 -1.82579
49 C 3.12947 2.19343 -1.61899
50 C 3.13557 3.12618 -0.59941
51 C 1.98862 3.28825 0.15927
52 C 0.88575 2.51236 -0.12852
53 N 0.86547 1.58449 -1.10358
54 H 3.98832 2.03051 -2.25188
55 H 4.01915 3.72124 -0.41049
56 H 1.93323 4.01114 0.96019
57 H -0.03891 2.62726 0.41508

Calculated values
Kohn-Sham gap (spin up / spin down) (eV): 8.2 / 7.8
LUMO (spin up / spin down) (eV): 0.42 / 0.41
Energy above the lowest of the compared OMol25 structures with the same formula, charge and spin (kcal/mol): 0.00
E_HOMO (spin up / spin down) (eV): -7.8 / -7.4
2S+1: 2
⟨S²⟩: 0.78
Calculated total energy (Ha): -5553.6232

Löwdin atomic charges, in units of e: 0.405, 0.168, -0.447, 0.061, -0.072, -0.208, -0.074, -0.625, 0.053, -0.083, 0.150, 0.159, 0.150, 0.113, 0.130, -0.074, -0.218, -0.136, -0.262, -0.076, -0.643, 0.755, 0.110, -0.417, -0.092, -0.131, -0.027, -0.082, -0.091, -0.078, -0.024, 0.074, 0.073, 0.066, 0.113, 0.104, 0.070, 0.117, 0.046, 0.076, 0.072, 0.097, 0.100, 0.100, 0.102, 0.118, 0.803, -0.690, -0.107, -0.049, -0.027, -0.081, -0.006, 0.098, 0.114, 0.114, 0.108

Record 4
Molecular formula: C21H24BrN4O2PPdS
Method: DFT, wB97M-V/def2-TZVPD

Geometry (Å):
1 Pd -1.05666 0.31406 -0.45291
2 S 3.05571 -0.21641 1.50566
3 C 3.40078 -0.19304 -0.19535
4 C 4.62574 -0.33964 -0.84525
5 C 4.63317 -0.30218 -2.22508
6 C 3.44746 -0.11471 -2.95137
7 C 2.23439 0.03566 -2.30826
8 C 2.21910 -0.00398 -0.91218
9 N 1.09551 0.11236 -0.10804
10 C 1.38403 0.01142 1.16024
11 C 0.30756 0.05204 2.16371
12 C 0.55267 -0.03291 3.53104
13 C -0.50987 0.00166 4.42401
14 C -1.80722 0.12846 3.94521
15 C -2.05001 0.21928 2.57253
16 C -0.99906 0.17825 1.66634
17 H 5.54396 -0.47595 -0.29006
18 H 5.57033 -0.40531 -2.75448
19 H 3.49172 -0.06281 -4.03134
20 H 1.32136 0.22690 -2.86083
21 H 1.56423 -0.11836 3.91330
22 H -0.32611 -0.05464 5.48803
23 H -2.63476 0.17456 4.64242
24 H -3.07089 0.34504 2.22518
25 C -0.45455 6.08328 -0.32841
26 C -1.29010 4.85286 -0.54291
27 C -2.67931 4.90123 -0.62323
28 C -3.42837 3.74399 -0.81205
29 C -2.70226 2.58671 -0.92863
30 Br -3.55786 0.89037 -1.16151
31 N -1.38704 2.48344 -0.85238
32 C -0.68760 3.60426 -0.65322
33 H -1.06310 6.98345 -0.37636
34 H 0.32715 6.16416 -1.08331
35 H 0.02855 6.05398 0.64886
36 H -3.18703 5.85349 -0.53113
37 H -4.50624 3.75177 -0.86742
38 H 0.38762 3.48857 -0.58944
39 N 0.60846 -3.82979 -2.92250
40 C 0.77825 -3.84738 -1.42471
41 P -0.89554 -3.41397 -0.79236
42 O -1.79522 -4.19955 -1.66567
43 O -0.98864 -1.92650 -0.63888
44 C -0.89650 -3.97298 0.96407
45 N -1.76618 -3.01976 1.74315
46 H 0.57813 -2.87231 -3.27748
47 H -0.30102 -4.27873 -3.13068
48 H 1.36139 -4.32265 -3.40329
49 H 1.57928 -3.16443 -1.14819
50 H 1.03498 -4.87341 -1.16392
51 H 0.09998 -3.88572 1.39862
52 H -1.27224 -4.98517 1.09327
53 H -1.67301 -3.15738 2.75020
54 H -2.75204 -3.12761 1.50002
55 H -1.49306 -2.04400 1.51696

Calculated values
Kohn-Sham gap (spin up / spin down) (eV): 7.9 / 7.9
LUMO (spin up / spin down) (eV): -5.28 / -5.84
E_HOMO (spin up / spin down) (eV): -13.2 / -13.7
2S+1: 3
⟨S²⟩: 2.01
Net charge: +2
Calculated total energy (Ha): -4625.1224

Löwdin atomic charges, in units of e: 0.784, 1.167, -0.452, -0.063, -0.061, -0.069, -0.034, -0.316, -0.007, -0.530, -0.263, -0.039, -0.061, -0.069, -0.129, -0.185, 0.121, 0.118, 0.112, 0.108, 0.107, 0.117, 0.114, 0.094, -0.025, -0.224, 0.021, -0.058, -0.702, 0.846, -0.067, -0.055, 0.088, 0.093, 0.095, 0.134, 0.121, 0.133, 0.155, -0.167, 0.385, -0.297, -0.417, -0.156, 0.160, 0.163, 0.146, 0.174, 0.104, 0.117, 0.113, 0.116, 0.172, 0.176, 0.093

Which of these has the highest calculated total energy? C21H23NO14P2